Entry 1:
The following is a quantum chemistry calculation of a molecular structure, C28H24IN2O4PV, from the Open Molecules 2025 dataset.

Geometry as ORCA input:
```
! wB97M-V def2-TZVPD RIJCOSX def2/J DEFGRID3
* xyz 3 1
V -0.15980 -0.14330 -0.17995
C -3.44036 0.82201 2.72956
C -2.08726 1.35636 3.06553
N -1.94970 2.04990 4.19776
C -0.77705 2.55108 4.53367
C 0.39974 2.43929 3.76960
C 1.63287 3.11563 4.31153
O 2.80447 2.47206 3.83368
C 0.29296 1.72320 2.58040
C 1.38060 1.65223 1.61970
N 1.37600 0.96026 0.52749
C 2.47191 1.13136 -0.38884
C 3.79307 0.99427 0.00230
C 4.79950 1.20446 -0.93220
C 4.48946 1.54247 -2.24186
C 3.16308 1.67842 -2.64765
C 2.18134 1.46802 -1.70465
I 0.14008 1.65761 -2.18093
C -0.96658 1.17877 2.26024
O -1.07293 0.46347 1.10466
H -3.81466 0.23115 3.56595
H -3.44959 0.22008 1.82464
H -4.13031 1.65924 2.60989
H -0.74695 3.08619 5.47759
H 1.58165 3.07741 5.40236
H 1.60824 4.17299 4.02305
H 3.57289 2.92513 4.20093
H 2.24880 2.27580 1.80816
H 4.02424 0.72342 1.02601
H 5.83426 1.10431 -0.63405
H 5.27846 1.70322 -2.96409
H 2.92445 1.94465 -3.66824
O 1.27746 -1.35165 -1.55324
C 0.47082 -2.12435 -1.06316
O -0.80174 -1.67080 -0.92394
C 0.82344 -3.22557 -0.11613
P 0.87664 -2.07708 1.32697
C -0.32543 -2.48765 2.54870
C -1.65448 -2.70677 2.13712
C -2.58377 -3.13296 3.06287
C -2.20195 -3.33509 4.38927
C -0.89143 -3.11776 4.79532
C 0.05808 -2.68799 3.88472
C 2.49902 -1.74900 1.90495
C 2.63741 -0.89897 3.01956
C 3.89388 -0.65925 3.53870
C 5.01041 -1.25620 2.95575
C 4.87951 -2.07313 1.83827
C 3.62952 -2.31649 1.29685
H 1.76966 -3.70754 -0.34036
H 0.02148 -3.94839 0.02313
H -1.95371 -2.56532 1.10592
H -3.60432 -3.32099 2.75792
H -2.93478 -3.67857 5.10797
H -0.60176 -3.30168 5.82101
H 1.08397 -2.55952 4.19907
H 1.76908 -0.44768 3.48559
H 4.00593 -0.01811 4.40208
H 5.99168 -1.08308 3.37894
H 5.75298 -2.53020 1.39313
H 3.55196 -2.95199 0.42694
*
```

HOMO energy (alpha / beta) = -17.68 / -17.69 eV
Kohn-Sham gap (alpha / beta) = 5.5 / 5.5 eV
energy relative to the best compared isomer or geometry (same formula, charge and spin) = 0.0 kcal per mole

Now the natural (NBO) charges, all in e: V 1.137; C -0.662; C 0.254; N -0.326; C 0.099; C 0.024; C -0.106; O -0.745; C -0.165; C 0.243; N -0.514; C 0.123; C -0.236; C -0.151; C -0.141; C -0.213; C -0.155; I 0.609; C 0.221; O -0.476; H 0.268; H 0.219; H 0.280; H 0.236; H 0.218; H 0.223; H 0.509; H 0.274; H 0.239; H 0.254; H 0.265; H 0.266; O -0.513; C 0.761; O -0.561; C -0.802; P 1.465; C -0.512; C -0.114; C -0.202; C -0.093; C -0.189; C -0.139; C -0.502; C -0.197; C -0.135; C -0.129; C -0.190; C -0.132; H 0.311; H 0.317; H 0.218; H 0.260; H 0.261; H 0.262; H 0.241; H 0.233; H 0.247; H 0.260; H 0.264; H 0.234

***

Entry 2:
The following is a quantum chemistry calculation of a molecular structure, C28H24NO3S4Sn, from the Open Molecules 2025 dataset.

Geometry as ORCA input:
```
! wB97M-V def2-TZVPD RIJCOSX def2/J DEFGRID3
* xyz 1 1
Sn -0.71288 -0.45103 0.24854
S -1.22951 -1.93646 2.23285
C -0.09763 -1.23390 3.37213
C -0.51221 -1.08909 4.69907
C 0.35499 -0.62311 5.66859
C 1.65365 -0.26611 5.32798
C 2.07228 -0.37635 4.01529
C 1.20672 -0.85603 3.03669
S 1.77410 -0.99823 1.36440
C 2.56053 0.61948 1.13686
C 2.28256 1.22414 -0.20960
C 3.17087 2.17873 -0.69383
C 2.87587 2.81746 -1.88182
C 1.72202 2.47237 -2.56399
C 0.89928 1.49637 -2.02622
C -0.33602 1.06910 -2.73913
S -1.82704 1.14307 -1.69833
C -1.72025 2.77913 -1.03377
C -2.18861 3.80481 -1.85402
C -2.08749 5.12433 -1.46034
C -1.51194 5.41596 -0.22918
C -1.09479 4.40113 0.61109
C -1.21339 3.05672 0.24160
S -0.77256 1.87642 1.45339
N 1.17535 0.89736 -0.86721
H -1.52561 -1.36326 4.95980
H 0.02155 -0.53215 6.69329
H 2.34495 0.09333 6.07784
H 3.08691 -0.10585 3.75264
H 3.63460 0.50355 1.26868
H 2.16845 1.28046 1.91181
H 4.05746 2.42801 -0.12718
H 3.53891 3.57802 -2.27209
H 1.47361 2.93889 -3.50709
H -0.26505 0.01377 -3.01598
H -0.51112 1.67704 -3.62351
H -2.64398 3.54959 -2.80326
H -2.45451 5.91211 -2.10302
H -1.39536 6.44575 0.08161
H -0.68042 4.64243 1.58119
C 3.13056 -5.66390 -1.89831
O 1.80363 -6.00852 -2.26313
C 0.82878 -5.11878 -2.07968
C -0.46820 -5.57110 -2.40213
C -1.53284 -4.73554 -2.25276
C -1.39147 -3.40642 -1.78947
C -2.51922 -2.55803 -1.54530
C -3.90355 -2.90220 -2.01530
O -2.42713 -1.47273 -0.92624
C -0.07191 -2.93912 -1.50816
O 0.21595 -1.68646 -1.23545
C 1.00814 -3.83101 -1.61419
H 3.72835 -6.54052 -2.12757
H 3.20178 -5.43988 -0.83179
H 3.49972 -4.81338 -2.47566
H -0.58923 -6.58652 -2.75194
H -2.51188 -5.12520 -2.48814
H -3.99013 -3.86714 -2.49790
H -4.22487 -2.12514 -2.71073
H -4.57616 -2.85520 -1.15861
H 1.98537 -3.44272 -1.35891
*
```

HOMO energy = -10.81 eV
Kohn-Sham gap = 7.0 eV
energy relative to the best compared isomer or geometry (same formula, charge and spin) = 16.4 kcal per mole

Now the natural (NBO) charges, all in e: Sn 1.500; S -0.085; C -0.235; C -0.199; C -0.183; C -0.184; C -0.245; C -0.126; S 0.384; C -0.581; C 0.242; C -0.233; C -0.123; C -0.230; C 0.220; C -0.568; S 0.418; C -0.176; C -0.214; C -0.218; C -0.167; C -0.212; C -0.206; S -0.124; N -0.477; H 0.236; H 0.232; H 0.229; H 0.221; H 0.248; H 0.276; H 0.234; H 0.237; H 0.235; H 0.276; H 0.247; H 0.226; H 0.232; H 0.230; H 0.231; C -0.259; O -0.463; C 0.383; C -0.294; C -0.096; C -0.327; C 0.630; C -0.699; O -0.699; C 0.436; O -0.822; C -0.357; H 0.214; H 0.185; H 0.183; H 0.239; H 0.218; H 0.227; H 0.251; H 0.253; H 0.226

***

Entry 3:
The following is a quantum chemistry calculation of a molecular structure, C28H25Br3Mg2N2O17S, from the Open Molecules 2025 dataset.

Geometry as ORCA input:
```
! wB97M-V def2-TZVPD RIJCOSX def2/J DEFGRID3
* xyz -2 1
O -3.12785 5.77707 4.31212
N -3.53134 4.88378 3.69802
O -2.91234 3.66063 4.14425
C -3.50417 2.59031 3.49808
C -4.41327 1.80275 4.18078
C -5.02465 0.72858 3.55767
C -4.73059 0.43559 2.23473
C -3.80911 1.20738 1.54674
C -3.18886 2.28518 2.18257
C -2.17785 3.02366 1.37136
O -2.07228 4.22385 1.39416
C -1.36004 2.15380 0.51495
C -0.00480 2.37536 0.36619
C 0.72260 1.49144 -0.42068
C 0.12685 0.41137 -1.06655
C 0.90196 -0.58340 -1.91322
C 1.76569 0.03716 -3.01264
C 3.01505 0.80914 -2.60292
Br 3.98014 0.03720 -1.09959
C -1.24933 0.19564 -0.91782
C -1.96820 1.07110 -0.12204
C -3.42081 0.89725 0.13437
O -4.22715 0.57236 -0.68422
H -4.63774 2.04853 5.20943
H -5.74183 0.09825 4.08034
H -5.19161 -0.39151 1.71599
H 0.49008 3.20358 0.89937
H 1.78136 1.67640 -0.47174
H 0.14942 -1.19689 -2.41414
H 1.45492 -1.25898 -1.26542
H 1.10521 0.71604 -3.55849
H 2.07758 -0.76542 -3.70766
H 2.73368 1.82472 -2.36184
H 3.74147 0.87569 -3.40162
H -1.74225 -0.63964 -1.39472
O -3.03039 -2.73974 -4.34517
S -2.61908 -3.38401 -3.08305
O -1.78671 -2.42579 -2.31232
O -1.81831 -4.58666 -3.38667
O -3.78720 -3.77080 -2.27488
O 6.14621 -2.45144 -0.13296
H 5.95321 -2.41175 0.80871
H 5.53434 -1.81649 -0.52768
Mg -7.81033 -0.02820 4.45147
Mg 0.88550 -0.88862 -5.37475
Br -1.86934 6.54284 0.68822
Br 1.72133 3.64280 2.64916
C -4.17706 -6.53613 -4.77662
O -4.19196 -5.30575 -4.69213
O -3.16308 -7.19220 -5.12354
O -5.18833 -7.24644 -4.54514
O 5.97536 2.07674 0.80611
H 5.18220 1.75575 0.35619
H 6.68965 1.58152 0.39403
C 4.63908 -5.34819 -3.33448
C 4.76651 -6.62912 -3.69293
C 3.58246 -7.54562 -3.81649
O 3.80416 -8.69579 -4.16781
C 2.27356 -7.02259 -3.51275
C 2.12683 -5.73371 -3.14699
C 3.31761 -4.80581 -3.04804
O 3.14300 -3.64647 -2.72955
O 0.94924 -5.22621 -2.86155
O 5.93886 -7.19887 -3.96965
H 5.48589 -4.68243 -3.24274
H 1.43078 -7.69443 -3.59073
H 1.05643 -4.28466 -2.63244
H 5.72534 -8.12402 -4.19960
N -0.74766 6.56156 6.06716
C 0.45298 6.71048 6.69934
C 0.65909 8.04992 6.90305
C -0.46761 8.73383 6.36949
C -1.31704 7.78511 5.86186
H -1.15058 5.68472 5.78762
H 1.05778 5.85508 6.94569
H 1.52129 8.48975 7.37650
H -0.63380 9.79831 6.35677
H -2.27011 7.87555 5.37350
*
```

HOMO energy = -2.85 eV
Kohn-Sham gap = 1.4 eV
energy relative to the best compared isomer or geometry (same formula, charge and spin) = 9.7 kcal per mole

Now the Löwdin charges, all in e: O 0.067; N 0.042; O -0.018; C -0.217; C -0.006; C -0.170; C -0.004; C -0.060; C 0.003; C -0.261; O -0.176; C -0.087; C -0.064; C -0.018; C -0.166; C -0.179; C -0.400; C -0.531; Br 0.836; C 0.073; C -0.068; C -0.291; O 0.168; H 0.115; H -0.151; H 0.123; H -0.085; H 0.066; H 0.075; H 0.101; H 0.054; H -0.067; H 0.063; H 0.053; H 0.095; O -0.297; S 0.224; O -0.365; O -0.295; O -0.280; O -0.088; H 0.033; H -0.090; Mg 0.336; Mg 0.617; Br 0.062; Br -0.268; C -0.912; O 0.226; O 0.203; O 0.191; O -0.091; H -0.068; H 0.020; C 0.072; C -0.243; C -0.328; O 0.079; C 0.074; C -0.223; C -0.305; O 0.092; O 0.139; O 0.097; H 0.133; H 0.139; H 0.124; H 0.111; N 0.020; C -0.139; C -0.127; C -0.124; C -0.147; H 0.126; H 0.106; H 0.080; H 0.080; H 0.092

***

Entry 4:
The following is a quantum chemistry calculation of a molecular structure, C28H25BrOSiTl, from the Open Molecules 2025 dataset.

Geometry as ORCA input:
```
! wB97M-V def2-TZVPD RIJCOSX def2/J DEFGRID3
* xyz -1 1
C 2.48203 0.84014 -3.08616
C 3.05019 0.86146 -1.78016
C 3.13728 -0.48072 -1.31646
H 3.33854 1.75741 -1.23367
C 2.60727 -1.32803 -2.32735
C 2.18607 -0.51138 -3.41797
H 1.71295 -0.85739 -4.33509
H 2.31110 1.71429 -3.71255
H 3.52008 -0.80217 -0.34913
H 2.53390 -2.41194 -2.28148
Tl -1.00634 1.75658 -2.31177
Br 0.75601 3.59249 -1.80245
C -2.92845 1.69473 -4.15936
C -1.95759 0.67921 -4.44579
C -0.72177 1.33356 -4.77891
H -2.13549 -0.39733 -4.49696
C -0.92386 2.74836 -4.64717
C -2.28746 2.96747 -4.27595
H -2.77259 3.93712 -4.16622
H -3.99491 1.53887 -3.99515
H 0.18566 0.85153 -5.13946
H -0.17345 3.51483 -4.84977
O -0.75527 0.30357 -0.61323
Si -0.49165 -0.13823 0.89991
C 0.59824 -1.65583 0.93422
C 1.46561 -1.91803 1.99759
C 2.21709 -3.09941 2.01404
C 2.10175 -4.01521 0.96444
C 1.23929 -3.74223 -0.10675
C 0.50663 -2.55236 -0.12961
C 0.39060 1.05171 2.05742
C 1.57520 1.66665 1.64382
C 2.38776 2.32372 2.57778
C 1.98061 2.43571 3.91002
C 0.75241 1.89733 4.30532
C -0.04139 1.20858 3.38194
C -2.07740 -0.60901 1.77546
C -2.21546 -1.81937 2.45692
C -3.41004 -2.11353 3.12643
C -4.46653 -1.19558 3.11010
C -4.33889 -0.00470 2.38860
C -3.15793 0.27393 1.69137
H 1.54547 -1.20586 2.81911
H 2.87338 -3.30222 2.86404
H 2.66555 -4.95091 0.98338
H 1.12751 -4.45693 -0.92342
H -0.13770 -2.31337 -0.97959
H 1.86228 1.62821 0.58824
H 3.34814 2.73031 2.26043
H 2.62206 2.92926 4.64294
H 0.41685 1.98499 5.33903
H -0.99008 0.76913 3.69738
H -1.39282 -2.53892 2.45736
H -3.50666 -3.05603 3.66382
H -5.38339 -1.40702 3.66607
H -5.15565 0.71604 2.36577
H -3.07475 1.17650 1.07862
*
```

HOMO energy (alpha / beta) = -4.90 / -3.80 eV
Kohn-Sham gap (alpha / beta) = 6.8 / 4.8 eV

Now the Löwdin charges, all in e: C -0.122; C -0.123; C -0.097; H 0.080; C -0.072; C -0.115; H 0.082; H 0.082; H 0.096; H 0.094; Tl 0.682; Br 0.012; C -0.230; C -0.233; C -0.243; H 0.094; C -0.289; C -0.235; H 0.092; H 0.088; H 0.082; H 0.085; O -0.473; Si 0.393; C -0.237; C -0.087; C -0.098; C -0.107; C -0.109; C -0.102; C -0.225; C -0.083; C -0.086; C -0.111; C -0.103; C -0.092; C -0.236; C -0.084; C -0.099; C -0.112; C -0.098; C -0.086; H 0.101; H 0.094; H 0.092; H 0.096; H 0.109; H 0.070; H 0.097; H 0.092; H 0.092; H 0.097; H 0.098; H 0.092; H 0.092; H 0.094; H 0.108

***

no.,strongest force on any atom (eV/A)
1,0.5
2,1.4
3,1.2
4,3.3